Here is 2 unconnected molecules or ions with the total composition C4H13NOS in a non-equilibrium geometry from OMol25. Energies are from ωB97M-V/def2-TZVPD.

Summary:
HOMO level   -0.30161 Ha
Gap between HOMO and LUMO   8.969 eV
Calculated total energy   -688.3554 a.u.
Relative energy (zero: lowest compared OMol25 entry of this formula, charge and spin)   0.9057 eV

Atoms and positions in Å:
1 C 0.49 1.78 -0.81
2 C 0.97 0.34 -0.66
3 C 1.55 -0.12 0.65
4 S 1.79 -1.91 0.86
5 C 0.14 -2.55 0.57
6 N -0.95 1.88 -0.49
7 H 0.79 2.03 -1.82
8 H 1.17 2.30 -0.10
9 H 1.68 0.00 -1.44
10 H 0.09 -0.24 -0.95
11 H 0.95 0.15 1.54
12 H 2.48 0.43 0.88
13 H -0.69 -2.22 1.17
14 H 0.04 -2.30 -0.48
15 H 0.22 -3.64 0.68
16 H -0.99 2.18 0.48
17 H -1.23 2.70 -1.02
18 H -2.38 0.15 -0.19
19 H -3.39 -0.31 0.88
20 O -2.73 -0.64 0.25